Molecular formula: C44H31N7P2ReSTe
Method: DFT, wB97M-V/def2-TZVPD

```
87
C44H31N7P2ReSTe | the Open Molecules 2025 dataset | wB97M-V/def2-TZVPD
Re -0.766 -0.584 1.664
Te 1.359 2.547 -1.776
C 1.083 1.665 -3.743
C -0.176 1.368 -4.245
C -0.255 0.759 -5.493
N 0.814 0.455 -6.194
C 2.009 0.761 -5.744
C 2.205 1.391 -4.516
C 0.759 0.862 -0.683
P 1.041 0.919 1.114
C 1.201 2.674 1.557
C 0.187 3.386 2.184
C 0.326 4.746 2.401
C 1.485 5.392 2.003
C 2.517 4.681 1.403
C 2.381 3.321 1.177
C 2.598 0.238 1.749
C 2.520 0.044 3.131
C 3.620 -0.394 3.839
C 4.804 -0.653 3.160
C 4.881 -0.474 1.787
C 3.781 -0.024 1.071
P -0.882 0.094 -0.651
C -2.222 1.247 -1.019
C -3.257 0.943 -1.900
C -4.259 1.875 -2.109
C -4.249 3.080 -1.421
C -3.228 3.375 -0.527
C -2.205 2.467 -0.341
C -1.063 -1.277 -1.800
C -2.161 -2.115 -1.609
C -2.400 -3.144 -2.500
C -1.545 -3.325 -3.580
C -0.445 -2.499 -3.755
C -0.188 -1.481 -2.856
H -1.073 1.606 -3.690
H -1.205 0.500 -5.938
H 2.837 0.481 -6.379
H 3.199 1.661 -4.189
H -0.699 2.874 2.520
H -0.471 5.297 2.875
H 1.597 6.451 2.170
H 3.431 5.183 1.123
H 3.196 2.742 0.756
H 1.587 0.270 3.644
H 3.562 -0.523 4.911
H 5.670 -0.991 3.709
H 5.813 -0.673 1.278
H 3.852 0.131 0.003
H -3.283 -0.005 -2.418
H -5.050 1.656 -2.811
H -5.044 3.790 -1.584
H -3.234 4.306 0.019
H -1.394 2.683 0.341
H -2.824 -1.926 -0.772
H -3.256 -3.788 -2.368
H -1.734 -4.118 -4.286
H 0.209 -2.638 -4.601
H 0.668 -0.834 -2.975
N 0.371 -4.575 1.417
C 1.287 -4.230 0.454
C 2.164 -4.991 -0.305
C 2.895 -4.321 -1.262
C 2.785 -2.938 -1.432
C 1.933 -2.176 -0.664
C 1.165 -2.833 0.290
N 0.193 -2.370 1.151
C -0.268 -3.446 1.793
C -1.379 -3.330 2.700
C -1.971 -4.248 3.526
S -3.273 -3.538 4.383
C -2.963 -2.060 3.586
N -1.962 -2.089 2.753
H 0.198 -5.509 1.758
H 2.261 -6.055 -0.159
H 3.563 -4.880 -1.896
H 3.387 -2.457 -2.186
H 1.844 -1.108 -0.798
H -1.697 -5.270 3.685
H -3.556 -1.182 3.768
N -1.883 0.773 2.410
C -2.630 1.517 2.935
C -3.414 2.461 3.499
C -4.422 2.073 4.395
N -5.216 1.672 5.117
C -3.158 3.797 3.150
N -2.878 4.858 2.816
```

Calculated values
calculated total energy: -95382.429 eV
charge: +2
gap between HOMO and LUMO (alpha / beta): 6.2 / 6.3 eV
multiplicity: 2
highest occupied orbital energy (alpha / beta): -13.33 / -13.62 eV
ΔE to the lowest compared entry with this formula, charge and spin: 0.3879 eV
maximum force: 0.0305 hartree/bohr

---

Molecular formula: C31H57EuN2O2P2S
Method: DFT, wB97M-V/def2-TZVPD

```
96
C31H57EuN2O2P2S | the Open Molecules 2025 dataset | wB97M-V/def2-TZVPD
C 0.377 2.493 1.661
C -1.197 2.838 -0.058
C 0.286 3.822 2.107
C -1.132 4.231 0.189
C -0.436 4.720 1.289
H 0.754 4.168 3.044
H -1.572 4.924 -0.516
H -0.444 5.779 1.546
N -0.349 1.986 0.636
P 2.261 0.298 1.543
P -2.746 0.638 -1.150
C 1.365 1.629 2.446
H 2.148 2.273 2.869
H 0.867 1.164 3.307
C 0.876 -3.130 -0.914
O 1.342 -4.144 -1.181
C -2.196 2.332 -0.974
H -2.436 3.036 -1.793
C -2.714 -0.151 -3.042
C -4.466 1.072 -0.316
C 3.767 1.180 0.718
C 2.755 -0.897 2.947
C -1.553 -1.136 -3.329
H -1.545 -2.010 -2.661
H -1.717 -1.516 -4.353
H -0.553 -0.664 -3.340
C -4.042 -0.880 -3.282
H -4.178 -1.679 -2.540
H -4.910 -0.208 -3.243
H -4.015 -1.349 -4.279
C -2.519 1.024 -3.984
H -2.626 0.708 -5.034
H -3.201 1.865 -3.821
H -1.490 1.373 -3.867
C -5.267 -0.217 -0.120
H -4.694 -0.922 0.503
H -6.213 0.007 0.399
H -5.488 -0.720 -1.066
C -4.266 1.740 1.059
H -3.527 1.220 1.683
H -3.945 2.784 0.983
H -5.220 1.721 1.608
C -5.066 2.052 -1.328
H -4.426 2.936 -1.427
H -5.173 1.600 -2.323
H -6.047 2.406 -0.990
C 3.597 -2.042 2.349
H 3.840 -2.767 3.142
H 3.048 -2.578 1.562
H 4.548 -1.694 1.924
C 1.463 -1.487 3.554
H 0.916 -0.746 4.152
H 0.771 -1.880 2.798
H 1.731 -2.312 4.234
C 3.520 -0.200 4.079
H 2.972 0.664 4.474
H 3.641 -0.918 4.906
H 4.524 0.125 3.791
C 3.342 2.596 0.291
H 3.197 3.262 1.153
H 4.130 3.049 -0.333
H 2.416 2.591 -0.302
C 4.137 0.359 -0.538
H 3.317 0.358 -1.271
H 5.020 0.810 -1.023
H 4.377 -0.685 -0.286
C 5.003 1.294 1.621
H 4.802 1.851 2.546
H 5.439 0.317 1.871
H 5.784 1.851 1.075
Eu -0.041 -0.326 -0.350
N 1.422 0.766 -2.558
C 1.777 1.502 -3.436
C 1.506 2.871 -4.078
C 0.072 3.393 -3.836
C 2.335 3.860 -3.249
C 1.766 2.751 -5.597
H -0.714 2.769 -4.255
H -0.156 3.476 -2.759
H -0.049 4.400 -4.276
H 3.330 3.506 -2.955
H 2.403 4.865 -3.688
H 1.778 3.966 -2.301
H 1.523 3.672 -6.149
H 2.793 2.447 -5.834
H 1.122 1.968 -6.030
C -2.169 -3.789 1.121
S -2.611 -2.160 1.804
C -2.521 -2.511 3.552
O -1.323 -1.366 1.464
H -2.011 -3.671 0.035
H -3.013 -4.463 1.309
H -1.256 -4.165 1.613
H -2.450 -1.576 4.109
H -3.451 -3.000 3.854
H -1.696 -3.183 3.789
```

Calculated values
calculated total energy: -88882.433 eV
charge: +1
gap between HOMO and LUMO (alpha / beta): 5.7 / 5.7 eV
multiplicity: 8
highest occupied orbital energy (alpha / beta): -8.20 / -8.22 eV
ΔE to the lowest compared entry with this formula, charge and spin: 1.6762 eV
maximum force: 0.1149 hartree/bohr

---

Molecular formula: C22H43FO5S
Method: DFT, wB97M-V/def2-TZVPD

```
72
C22H43FO5S | the Open Molecules 2025 dataset | wB97M-V/def2-TZVPD
C -8.201 -3.694 6.620
C -8.426 -2.959 5.137
C -6.953 -2.730 4.417
C -7.132 -2.828 2.787
C -5.787 -2.188 2.093
C -5.084 -3.294 1.102
C -4.356 -2.613 -0.201
C -2.966 -1.872 0.311
C -1.848 -3.053 0.579
C -0.755 -2.957 -0.661
C 0.606 -2.271 -0.047
C 1.421 -1.628 -1.351
C 2.982 -1.380 -0.868
C 3.433 0.186 -1.243
C 3.852 0.925 0.197
C 5.017 2.056 0.044
C 4.504 3.488 -0.658
C 2.842 3.650 -0.573
C 5.065 3.401 -2.204
C 4.369 4.419 -3.270
C 4.609 3.979 -4.868
S 6.379 4.272 -5.446
O 6.498 5.531 -6.338
O 7.412 4.400 -4.292
O 6.804 2.904 -6.417
O 5.207 4.520 0.171
C 4.881 5.880 -0.246
O 3.831 6.620 0.116
F 5.896 6.575 -1.123
H -7.463 -3.010 7.245
H -7.709 -4.744 6.447
H -9.242 -3.809 7.187
H -9.160 -3.630 4.504
H -8.873 -1.893 5.380
H -6.579 -1.646 4.656
H -6.154 -3.529 4.749
H -7.188 -3.969 2.496
H -8.120 -2.333 2.376
H -5.981 -1.190 1.494
H -5.046 -1.902 2.976
H -4.373 -3.949 1.771
H -5.942 -4.004 0.699
H -4.038 -3.484 -0.933
H -5.038 -1.873 -0.800
H -3.187 -1.327 1.323
H -2.612 -1.083 -0.499
H -1.243 -2.917 1.572
H -2.384 -4.092 0.471
H -0.459 -4.015 -1.074
H -1.112 -2.271 -1.551
H 0.270 -1.421 0.700
H 1.276 -3.039 0.565
H 1.396 -2.386 -2.245
H 0.886 -0.613 -1.597
H 3.750 -2.145 -1.361
H 3.012 -1.598 0.287
H 2.588 0.750 -1.821
H 4.435 0.077 -1.861
H 2.907 1.254 0.827
H 4.341 0.041 0.835
H 5.926 1.642 -0.592
H 5.409 2.292 1.146
H 2.477 4.697 -1.015
H 2.518 3.561 0.550
H 2.313 2.838 -1.265
H 4.817 2.295 -2.578
H 6.246 3.449 -2.161
H 3.213 4.560 -3.170
H 4.849 5.497 -3.188
H 3.892 4.617 -5.570
H 4.302 2.849 -4.944
H 6.979 2.113 -5.804
```

Calculated values
calculated total energy: -47289.333 eV
gap between HOMO and LUMO: 10.1 eV
multiplicity: 1
highest occupied orbital energy: -10.11 eV
maximum force: 0.1888 hartree/bohr
structure (SMILES): CCCCCCCCCCCCCCCC[C@](C)(CCCS(=O)(=O)O)OC(=O)F

---

- calculated total energy of number 1 (C44H31N7P2ReSTe)?
  -95382.429 eV